1.
Molecular formula: C5H6O
Method: DFT, the ωB97M-V functional and the def2-TZVPD basis

calculated total energy = -269.277445 Eh
strongest force on any atom = 0.0119 hartree/bohr
SMILES = CCC#CC=O
charge = 0

```
12
Properties=species:S:1:pos:R:3:forces:R:3
C 1.86270 -0.07773 -0.11808 0.1 0.0 0.1
C 0.70278 -0.34132 -1.09067 0.1 0.0 0.0
C -0.56142 -0.32272 -0.35879 -0.5 0.1 0.3
C -1.52265 -0.13868 0.34980 0.5 0.1 -0.3
C -2.54777 0.41234 1.21126 0.0 0.2 0.3
O -2.26809 1.03671 2.21113 -0.3 -0.3 -0.4
H 1.61839 0.77442 0.52520 0.1 -0.2 -0.1
H 2.03247 -0.94706 0.52622 0.0 0.2 -0.1
H 2.79044 0.14697 -0.65443 -0.2 -0.1 0.0
H 0.84084 -1.27854 -1.64144 -0.1 0.1 0.1
H 0.64733 0.45592 -1.84303 0.0 -0.1 0.1
H -3.59502 0.27969 0.88280 0.1 0.0 0.1
```
Positions in Å, forces in eV/Å.



2.
Molecular formula: C2ClF2OS
Method: DFT, the ωB97M-V functional and the def2-TZVPD basis

calculated total energy = -1209.619832 Eh
strongest force on any atom = 0.0797 hartree/bohr
SMILES = [O-]C(=S)C(F)(F)Cl
charge = -1

```
7
Properties=species:S:1:pos:R:3:forces:R:3
C 0.00599 0.60530 0.74957 0.8 0.8 0.1
C -0.25226 -0.27169 -0.45817 0.7 -0.4 -4.0
O -0.50952 1.70826 0.61084 0.4 0.2 0.5
F 0.29894 -1.47929 -0.60463 0.4 0.3 0.6
F 0.08984 0.31399 -1.87480 -0.5 -0.5 3.2
S 0.80819 -0.15912 2.02414 0.0 0.2 0.1
Cl -1.94574 -0.46836 -0.46735 -1.9 -0.5 -0.5
```
Positions in Å, forces in eV/Å.



3.
Molecular formula: C10H25N3O2PtS2
Method: DFT, the ωB97M-V functional and the def2-TZVPD basis

calculated total energy = -1625.823672 Eh
strongest force on any atom = 0.0658 hartree/bohr
charge = +2
spin multiplicity = 3

```
43
Properties=species:S:1:pos:R:3:forces:R:3
Pt 0.35168 -0.18732 -0.36933 2.0 -1.4 -1.5
S 2.13859 0.12494 1.18354 0.2 0.9 1.2
S -0.82507 -0.46154 -2.43182 -1.2 0.6 -0.6
C 1.40699 0.41803 2.83444 0.5 -0.2 0.0
C 2.42821 1.88495 0.73362 0.2 -0.2 0.2
C 1.21736 2.57314 0.11972 -0.1 -0.1 -0.4
N 0.78898 1.74380 -1.03974 0.2 1.9 -0.4
C -0.36682 2.25943 -1.82386 0.4 0.0 0.2
C -0.59830 1.28401 -2.96905 -0.2 -0.3 -0.2
H 3.26739 1.86126 0.03048 -0.1 0.2 0.1
H 2.75388 2.38057 1.64946 0.1 0.1 -0.2
H 1.47098 3.58284 -0.23553 0.0 -0.2 0.3
H 0.37439 2.65396 0.82783 0.3 0.0 -0.3
H -0.12365 3.26424 -2.20028 -0.3 -0.2 -0.1
H -1.24109 2.33998 -1.15436 0.3 0.0 -0.2
H 0.26209 1.25989 -3.64493 -0.1 0.1 0.0
H -1.48819 1.54037 -3.54514 0.2 0.1 -0.1
C -2.61222 -0.37560 -2.05391 0.2 -0.3 -0.4
H 1.58792 1.69876 -1.68403 -0.3 0.1 0.2
H -2.89527 0.54829 -1.53214 0.1 -0.2 -0.1
H -2.87086 -1.26684 -1.47038 0.0 0.2 -0.1
H -3.12403 -0.42223 -3.02191 -0.1 0.0 0.4
H 0.92161 -0.50850 3.15973 0.1 0.2 0.0
H 0.71041 1.26568 2.84905 0.2 -0.2 -0.1
H 2.25566 0.62536 3.49603 -0.4 0.0 0.0
C 2.47185 -0.68233 -2.01239 -0.2 -1.2 0.3
C 2.05280 -1.87348 -1.50133 0.6 0.7 -0.6
H 3.29676 -0.13883 -1.54217 -0.3 -0.1 -0.2
H 2.11985 -0.34802 -2.99330 0.1 0.0 0.3
H 2.49161 -2.28972 -0.59445 -0.1 0.1 -0.2
H 1.33281 -2.49869 -2.02990 0.2 0.2 0.1
C -2.09015 -3.32414 3.00809 -0.2 -0.4 0.3
O -1.19563 -3.38123 1.85608 -0.1 1.0 0.0
C -0.93457 -2.25913 1.22612 1.8 -0.8 -1.5
O -0.05732 -2.20242 0.30935 -2.0 -1.5 2.3
N -1.59536 -1.15392 1.60180 -0.7 1.9 0.0
N -1.27526 0.07233 0.90732 -1.9 -0.1 1.7
H -3.14478 -3.31953 2.69070 0.4 -0.1 -0.1
H -1.89501 -2.46589 3.67517 0.2 -0.4 -0.4
H -1.87282 -4.24613 3.54657 -0.2 0.2 0.0
H -2.40878 -1.17517 2.22123 0.5 0.2 -0.4
H -2.06613 0.39861 0.34451 0.0 -0.3 0.5
H -1.02051 0.80021 1.57913 -0.4 -0.4 0.1
```
Positions in Å, forces in eV/Å.



4.
Molecular formula: C14H15NO3
Method: DFT, the ωB97M-V functional and the def2-TZVPD basis

calculated total energy = -822.951864 Eh
strongest force on any atom = 0.0176 hartree/bohr
SMILES = CCOc1ccc(C(=O)NCc2ccco2)cc1
charge = 0

```
33
Properties=species:S:1:pos:R:3:forces:R:3
C -4.84386 -1.93804 -0.51155 0.1 0.4 0.2
C -5.10994 -0.49458 -0.09430 -0.3 -0.3 -0.3
O -4.18407 -0.02735 0.86763 0.2 0.1 0.2
C -2.92910 0.32337 0.49041 0.2 0.1 0.1
C -2.07420 0.69259 1.53384 -0.2 -0.1 0.0
C -0.77410 1.06982 1.28327 0.0 0.0 -0.2
C -0.28771 1.09735 -0.02303 -0.3 0.0 -0.2
C -1.14991 0.76058 -1.06028 0.3 0.1 0.2
C -2.45166 0.36769 -0.81708 -0.3 -0.1 0.0
H -3.08174 0.10860 -1.65313 -0.1 -0.1 0.0
H -0.77671 0.80795 -2.07220 0.0 0.0 -0.1
C 1.10126 1.49586 -0.37711 0.0 0.0 0.3
O 1.38930 1.98658 -1.45199 0.0 0.0 -0.3
N 2.02702 1.28282 0.59581 0.1 0.0 0.3
H 1.77970 0.72656 1.39821 -0.1 0.0 -0.1
C 3.44011 1.50692 0.35853 0.1 -0.1 0.1
C 4.16742 0.22437 0.11974 -0.2 0.1 -0.9
C 4.26643 -0.56113 -0.99076 -0.1 0.5 0.5
C 5.03793 -1.68688 -0.61207 0.2 -0.1 0.5
C 5.34604 -1.50362 0.69922 0.1 -0.6 -0.6
O 4.82068 -0.35320 1.15416 -0.1 0.3 0.4
H 5.91124 -2.09257 1.39393 0.1 0.0 0.2
H 5.32193 -2.51212 -1.23207 0.1 -0.2 -0.1
H 3.84372 -0.35489 -1.95224 -0.1 0.1 -0.2
H 3.87546 2.01963 1.22107 0.0 0.0 -0.2
H 3.50162 2.14262 -0.52837 0.1 -0.1 0.2
H -0.14956 1.37428 2.11058 0.1 0.0 0.1
H -2.46507 0.67700 2.53918 0.0 0.0 0.1
H -6.07813 -0.42727 0.40977 0.1 0.0 -0.1
H -5.12975 0.16872 -0.96736 0.0 0.0 0.1
H -5.61413 -2.26669 -1.20370 -0.1 -0.1 -0.1
H -4.85707 -2.58236 0.36397 0.0 -0.1 0.1
H -3.87314 -2.03257 -0.99209 0.0 -0.1 -0.1
```
Positions in Å, forces in eV/Å.



5.
Molecular formula: C41H43N11Sn
Method: DFT, the ωB97M-V functional and the def2-TZVPD basis

calculated total energy = -2404.651455 Eh
strongest force on any atom = 0.0601 hartree/bohr
charge = 0

```
96
Properties=species:S:1:pos:R:3:forces:R:3
Sn 0.42111 0.17532 -0.51900 -0.6 -0.6 0.2
C 3.93619 5.09963 3.06375 1.0 0.7 -0.9
C 3.57144 3.75326 2.58851 -0.5 -0.5 0.3
C 3.05118 2.82359 3.47101 0.4 0.3 0.3
C 2.55016 1.63909 3.01669 -1.0 -1.8 1.0
C 2.50195 1.30564 1.68632 -0.7 -1.4 -1.4
N 1.73246 0.19225 1.20253 1.2 -0.3 1.9
C 1.71463 -0.97916 2.09888 -0.5 1.1 -0.4
C 2.84897 -1.80707 2.24095 0.2 1.6 -1.0
C 2.86091 -2.97407 2.92483 -0.4 -0.1 0.2
C 1.74376 -3.33511 3.67732 0.4 0.0 0.7
C 1.74873 -4.47351 4.63009 -0.1 0.1 0.7
C 0.64126 -2.53651 3.67947 -0.4 2.2 -2.1
C 0.58679 -1.36017 2.82646 0.4 -1.4 0.5
N -0.63770 -0.64202 2.73757 0.6 -0.2 0.6
C -1.42863 -0.26265 3.79449 -0.1 -0.1 -0.1
C -2.55086 0.30637 3.21002 1.1 -0.1 -0.2
C -2.27708 0.28286 1.80411 -1.2 0.0 2.1
N -1.16138 -0.31752 1.52291 0.8 -0.3 1.2
C 3.15339 2.19382 0.83202 -1.1 -0.6 -0.8
C 3.59901 3.39958 1.26410 0.8 2.1 -0.8
N 3.18138 1.96064 -0.56556 1.0 0.3 0.2
C 4.22468 2.21422 -1.37942 0.3 -0.9 -0.5
C 3.89270 1.66589 -2.62453 -0.2 0.4 0.4
C 2.60674 1.16343 -2.47222 -0.7 -0.3 0.7
N 2.20948 1.35480 -1.19811 -0.5 -0.4 -1.6
H 5.00043 5.29870 2.79335 -0.4 -0.1 1.0
H 3.64294 5.24024 4.10687 0.5 0.2 -0.2
H 3.45263 5.84386 2.44059 -0.6 0.2 0.1
H 3.03114 3.11631 4.50326 -0.2 -0.2 0.5
H 2.04680 0.84600 3.60674 0.5 1.0 0.4
H 3.75545 -1.41661 1.79139 0.0 -0.3 -0.3
H 3.73100 -3.59307 2.86235 0.4 -0.3 0.3
H 1.65043 -5.40937 4.14083 0.2 -1.0 -0.6
H 0.86099 -4.37399 5.24338 -0.1 -0.1 0.4
H 2.61927 -4.49813 5.29633 -0.1 0.0 -0.3
H -0.24825 -2.80519 4.21482 -0.3 -0.1 0.3
H -1.12827 -0.41052 4.88110 -0.4 0.1 -1.9
H -3.38848 0.72479 3.72879 -0.2 0.1 0.0
H -2.89973 0.70959 1.08111 -0.7 0.3 -1.2
H 3.88382 4.17208 0.51072 -0.1 -0.8 0.6
H 5.15328 2.56852 -0.94295 -0.3 0.1 -0.4
H 4.44276 1.57802 -3.53234 0.5 0.3 -0.2
H 1.91746 0.60195 -3.13421 0.7 0.6 0.4
C 0.35331 5.63099 1.56867 -0.3 -0.5 -1.3
C 0.20363 4.50214 2.34213 0.6 -1.4 -1.2
C 0.05043 3.23751 1.73119 -0.6 2.1 -0.5
C -0.15482 3.19090 0.33491 0.2 -1.1 0.8
C 0.11777 4.27055 -0.45542 -0.3 2.3 1.1
C 0.32046 5.49560 0.17213 0.5 0.7 0.2
N -0.62483 2.10076 -0.39655 -0.8 -2.0 -0.5
C -1.92635 2.15729 -0.87372 0.7 1.3 1.2
C -2.87680 3.00638 -0.24244 0.4 0.3 -0.8
C -4.17778 3.13246 -0.63375 -1.2 0.3 1.6
C -4.72678 2.27429 -1.57848 0.4 0.3 -0.4
C -3.78916 1.53200 -2.24367 -1.0 -1.5 -2.3
C -2.42352 1.48851 -1.98682 0.4 -0.7 0.4
N -1.47519 0.71942 -2.69664 0.1 0.3 -0.1
N -1.89400 0.07506 -3.66073 0.8 -1.2 -1.1
C -0.87006 -0.77002 -4.33275 -0.1 -0.5 0.0
C -1.29527 -1.45859 -5.50116 0.9 -0.4 1.0
C -0.37746 -2.34681 -6.09708 0.9 0.2 1.3
C 0.86329 -2.58321 -5.46864 -0.5 1.9 0.5
C 1.20501 -1.80599 -4.32670 -1.2 -1.3 -1.6
N 0.35522 -0.96857 -3.78507 -1.3 1.4 0.1
H 0.44258 6.61465 1.95325 0.2 0.7 0.6
H 0.30305 4.48459 3.39590 0.0 0.4 0.9
H -0.00869 2.44287 2.42787 -0.3 -1.2 0.0
H -0.06876 4.21597 -1.50284 0.2 -0.1 -0.6
H 0.47388 6.41526 -0.39351 -0.1 -0.3 -0.1
H -2.52256 3.70154 0.46324 0.4 0.5 1.1
H -4.82792 3.81507 -0.03838 0.6 -0.4 -0.7
H -5.78153 2.28298 -1.84468 0.3 -0.1 0.0
H -4.10622 0.93402 -3.12318 0.2 0.3 0.7
H -2.33166 -1.45102 -5.82285 0.2 0.5 -0.1
H -0.58945 -2.88370 -7.00298 -0.4 -0.1 -0.2
H 1.64006 -3.19958 -5.86361 0.1 -0.6 -0.4
H 2.16633 -1.95523 -3.86733 0.3 0.1 0.3
C -2.64822 -2.89863 -2.04565 2.4 1.1 -0.5
C -2.69033 -4.33905 -1.58748 0.8 -0.9 0.6
C -4.14165 -4.67158 -1.35593 0.4 -0.7 2.6
C -2.07827 -5.34667 -2.58805 -0.1 -0.6 -0.3
N -2.00870 -4.50192 -0.25484 -0.1 1.1 -0.3
N -0.65626 -4.10646 -0.11733 1.2 0.6 -1.2
H -3.09407 -2.70946 -3.01905 -0.1 -0.5 -0.3
H -1.59061 -2.42789 -2.10928 -1.5 -1.0 0.2
H -3.20210 -2.27986 -1.37422 -0.3 0.4 0.7
H -4.58324 -4.70955 -2.30187 -1.2 -0.3 -1.3
H -4.61482 -3.89867 -0.71064 0.2 -0.5 -0.5
H -4.21582 -5.65765 -0.79867 -0.1 0.9 -0.8
H -2.56415 -5.39340 -3.57886 0.0 0.3 0.4
H -2.08725 -6.39569 -2.20846 -0.3 0.7 0.1
H -1.03285 -5.14438 -2.78716 0.3 0.3 0.0
H -2.05861 -5.44411 0.10775 -0.2 -0.1 -0.3
H -0.54467 -3.07910 -0.06281 -0.6 -0.7 0.3
H -0.07955 -4.32983 -0.96307 -0.7 -0.1 0.8
```
Positions in Å, forces in eV/Å.



6.
Molecular formula: C2H2N4O
Method: DFT, the ωB97M-V functional and the def2-TZVPD basis

calculated total energy = -371.459998 Eh
strongest force on any atom = 0.1050 hartree/bohr
charge = 0

```
9
Properties=species:S:1:pos:R:3:forces:R:3
C -1.07554 0.67040 0.24298 -1.6 -0.6 -1.6
C -0.64148 -0.11258 -0.88076 -1.0 1.5 3.7
N -0.05344 0.99245 0.93362 4.9 0.3 2.2
N 0.34673 -0.89686 -0.63727 -0.1 -2.2 -2.7
N 1.08580 0.82382 1.15798 -1.8 0.3 0.0
N 1.34036 -0.94343 0.10295 1.3 2.0 0.5
O 2.03921 -1.87642 0.37561 -0.6 -0.8 0.3
H -1.92843 1.25192 0.49066 -1.1 -0.2 -0.4
H -1.11322 0.09070 -1.78577 -0.1 -0.4 -2.0
```
Positions in Å, forces in eV/Å.